23
Properties=species:S:1:pos:R:3:nbo_charge:R:1 method="wB97M-V/def2-TZVPD" total_energy_ha=-737.874054 orbital_gap_ha="0.2246 / 0.2203" largest_force_ha_per_bohr=0.131 e_homo_ev="-6.224 / -6.117"
C -1.88608 1.96926 -2.39400 -0.20
C -2.11714 0.69431 -3.01100 -0.21
C -1.06056 2.00253 -1.26517 -0.17
C -1.50569 -0.40298 -2.54212 -0.18
C 0.13027 1.16320 0.65199 -0.34
C 0.81731 -1.45043 2.57038 0.16
C -0.58457 0.87729 -0.58753 -0.04
C -0.76128 -0.34653 -1.32559 -0.17
C -0.16115 -1.44837 -0.71706 0.31
C 3.72002 -1.73137 1.66322 1.02
C 0.08691 0.84861 1.98965 0.01
N 0.81055 -2.06222 1.44392 -0.29
N 0.31736 -1.65103 0.36666 -0.02
N 0.23808 -0.27374 2.79643 -0.55
O 3.54600 -2.55321 2.44585 -0.52
O 3.70130 -0.98844 0.79152 -0.50
H -2.12365 2.83830 -2.77216 0.20
H -2.80852 0.67521 -3.88190 0.22
H -0.82440 2.96608 -0.85853 0.21
H -1.65695 -1.35979 -2.95431 0.22
H 0.73080 1.96489 0.53579 0.21
H 1.40345 -1.82000 3.39431 0.21
H -0.01206 0.08842 3.65964 0.42

=====

30
Properties=species:S:1:pos:R:3:nbo_charge:R:1 method="wB97M-V/def2-TZVPD" total_energy_ha=-5541.615424 orbital_gap_ha=0.2859 largest_force_ha_per_bohr=0.019 e_homo_ev=-8.415
Zr -2.02213 2.39629 -0.35280 1.61
S 3.30777 1.26480 -3.55071 0.00
C 1.75483 1.52402 -3.13660 -0.58
S 0.66999 0.25749 -2.66466 0.48
C -0.76921 1.23864 -2.43254 -0.45
C -0.61083 2.58710 -2.63896 -0.44
S -1.75796 3.87321 -2.33353 -0.07
S 1.00878 3.08579 -3.10695 0.49
S -2.19623 0.43297 -1.83708 -0.08
Se -4.85922 1.82738 -0.12642 0.07
C -4.13922 3.36605 0.45297 0.03
N -3.27176 4.12952 0.66295 -0.49
C 1.60682 -4.23274 0.72326 -0.63
C 1.14952 -2.82508 0.98568 0.02
C -0.20143 -2.49471 0.94377 -0.21
C -0.62083 -1.18963 1.15260 -0.19
C 0.32651 -0.21460 1.41546 -0.31
C 1.68062 -0.51767 1.48071 -0.19
C 2.08020 -1.82034 1.26075 -0.20
S -0.17065 1.45139 1.61949 2.40
O 0.04355 2.13033 0.27989 -1.00
O 0.53938 2.05145 2.69245 -0.88
O -1.66844 1.46905 1.68580 -0.99
H 0.79611 -4.94675 0.86225 0.22
H 2.42922 -4.50913 1.38367 0.22
H 1.96437 -4.32847 -0.30463 0.23
H -0.93725 -3.26506 0.74891 0.22
H -1.66934 -0.93106 1.12290 0.24
H 2.40282 0.25808 1.70463 0.24
H 3.13401 -2.06833 1.30676 0.22

=====

29
Properties=species:S:1:pos:R:3:mulliken_spin:R:1 method="wB97M-V/def2-TZVPD" charge=+4 multiplicity=6 total_energy_ha=-5136.890584 orbital_gap_ha="0.2903 / 0.1870" largest_force_ha_per_bohr=0.124 s2=9.807 e_homo_ev="-21.983 / -21.907"
Dy -4.00450 3.68708 -2.16043 3.01
Tl -2.76704 0.15222 -0.54889 0.20
Cl -3.87280 4.53166 0.13095 0.02
Cl -2.26146 2.10394 -3.00504 0.02
C -1.04983 -1.17693 -2.44155 0.01
C -6.18787 2.84275 -1.45336 -0.02
C -5.56799 2.63697 -3.83595 -0.01
O -0.40795 -1.51386 -3.32861 0.00
O -7.28089 2.51864 -1.47118 0.00
O -6.45132 2.18174 -4.42505 0.00
C -0.33263 -1.65417 1.66742 0.00
N 0.70818 -0.77807 1.15009 -0.01
C 0.60968 0.58141 0.95101 0.01
Se -0.90411 1.63720 0.98309 0.86
N 1.90346 0.99063 0.70203 0.05
C 2.79752 -0.07521 0.79256 0.24
C 4.18396 -0.12332 0.75908 0.01
C 4.78270 -1.35745 1.03975 0.15
C 4.00722 -2.49441 1.34448 0.25
C 2.60802 -2.42642 1.34562 0.18
C 2.03625 -1.19655 1.05900 0.04
H -0.56457 -2.45026 0.94397 0.00
H -1.22721 -1.06736 1.89338 0.00
H 0.01199 -2.12069 2.60439 0.00
H 2.16666 1.96382 0.59431 0.00
H 4.74996 0.77317 0.50837 0.00
H 5.86690 -1.46048 1.03807 0.01
H 4.48820 -3.43926 1.59068 -0.01
H 1.95948 -3.26677 1.57179 0.00

=====

26
Properties=species:S:1:pos:R:3:nbo_charge:R:1 method="wB97M-V/def2-TZVPD" charge=+3 total_energy_ha=-901.644653 orbital_gap_ha="0.1703 / 0.1703" largest_force_ha_per_bohr=0.197 e_homo_ev="-20.454 / -20.455"
O 3.72087 -1.95719 1.30542 -0.18
C 2.82373 -1.69098 0.60773 0.41
Hf 1.10535 -1.30161 -0.89195 1.50
C -0.09264 -1.46620 -2.77433 0.42
O -0.62952 -1.64228 -3.79873 -0.21
C 2.04071 -2.76846 -2.36434 0.21
O 2.31564 -3.37722 -3.34898 -0.24
C 0.33937 -3.30635 -0.59483 0.44
O -0.02659 -4.40232 -0.40524 -0.14
C 2.50220 -0.31535 -2.22262 0.45
O 3.28299 0.21336 -2.91569 -0.14
H 2.61867 -2.79587 -1.31510 0.12
C -2.51956 3.13742 2.38614 -0.67
C -1.69585 2.11514 1.60069 0.17
C -1.55825 0.79787 2.05601 -0.19
C -0.81341 -0.12168 1.31376 0.04
N -0.20023 0.23339 0.15687 -0.67
C -0.31879 1.50650 -0.29868 0.06
C -1.06504 2.46020 0.39763 -0.20
H -3.56552 2.79386 2.48100 0.28
H -2.10332 3.26988 3.40080 0.28
H -2.49873 4.10172 1.85328 0.26
H -2.02540 0.46683 2.98494 0.28
H -0.68981 -1.16691 1.63675 0.22
H 0.20107 1.74546 -1.24097 0.22
H -1.14792 3.47080 -0.00955 0.28

=====

23
Properties=species:S:1:pos:R:3:nbo_charge:R:1 method="wB97M-V/def2-TZVPD" total_energy_ha=-683.691142 orbital_gap_ha="0.2286 / 0.2289" largest_force_ha_per_bohr=0.097 e_homo_ev="-7.452 / -7.460"
C -2.21656 -0.94929 -1.26106 -0.33
C 2.89637 0.44890 -0.87956 -0.23
C 2.49092 0.25093 0.44184 -0.18
C 2.06552 0.01128 -1.90641 -0.20
C 1.23734 -0.06123 0.81698 -0.24
C 0.76991 -0.44495 -1.55989 -0.18
C 0.30068 -0.40378 -0.21964 -0.10
C -2.48600 -1.18550 -2.52356 0.32
C -1.08883 -0.71053 -0.20923 0.13
C -0.43225 2.51183 0.12411 1.03
C -1.99236 -0.75483 2.07993 -0.43
N -3.11357 -1.07512 -0.12379 -0.31
N -2.08390 -0.80056 0.66660 -0.06
O -1.24566 2.16140 0.84945 -0.54
O 0.43958 2.87730 -0.51621 -0.50
H 3.94054 0.78102 -0.96047 0.22
H 3.13576 0.47955 1.31666 0.22
H 2.43276 -0.04924 -2.99733 0.23
H 0.85952 -0.15176 1.79315 0.21
H 0.01103 -0.72278 -2.36470 0.22
H -1.32347 -1.49466 2.25721 0.22
H -1.57461 0.23493 2.54356 0.24
H -3.02272 -0.95292 2.63238 0.25

=====

23
Properties=species:S:1:pos:R:3:nbo_charge:R:1 method="wB97M-V/def2-TZVPD" charge=-1 multiplicity=2 total_energy_ha=-1447.589502 orbital_gap_ha="0.1737 / 0.2372" largest_force_ha_per_bohr=0.028 s2=0.756 e_homo_ev="-1.852 / -3.620"
Tl -2.05566 1.14500 2.22500 0.43
C 0.87564 2.52480 1.46620 -0.66
C 0.92154 1.24860 0.67780 0.23
C 2.08564 0.85000 0.02950 -0.28
C 2.09434 -0.32310 -0.69270 -0.14
C 0.92224 -1.10760 -0.75920 -0.01
C 0.87814 -2.31430 -1.47190 -0.29
C -0.29086 -3.04530 -1.51590 -0.19
C -1.41916 -2.59460 -0.85730 -0.26
C -1.42266 -1.41060 -0.12250 -0.12
S -2.89716 -0.98880 0.67740 -0.33
C -0.23206 -0.63370 -0.06460 0.10
N -0.20156 0.52750 0.64040 -0.44
H 1.83334 3.04360 1.44240 0.20
H 0.61604 2.30680 2.50790 0.24
H 0.10474 3.18230 1.06240 0.25
H 2.97524 1.46510 0.09030 0.21
H 2.98574 -0.65710 -1.21100 0.20
H 1.76524 -2.65700 -1.98860 0.19
H -0.32846 -3.98000 -2.06220 0.20
H -2.33406 -3.16670 -0.88910 0.22
S -3.93766 3.86660 0.20770 -0.11
C -2.93856 2.71840 0.60790 -0.64

=====

21
Properties=species:S:1:pos:R:3:nbo_charge:R:1 method="wB97M-V/def2-TZVPD" total_energy_ha=-1220.169817 orbital_gap_ha="0.2356 / 0.2357" largest_force_ha_per_bohr=0.023 e_homo_ev="-7.704 / -7.704"
C -2.09891 1.55482 -0.03517 -0.25
C 0.69924 0.96049 -0.04951 -0.30
C -3.43549 1.65146 0.00121 -0.41
C -1.62345 0.17917 -0.02395 -0.23
C -0.24697 -0.10672 -0.03312 0.13
C -2.70739 -0.76697 0.01794 -0.36
C 0.48452 -1.37374 -0.00131 -0.28
C 2.01112 0.63273 0.00523 -0.07
C 0.22574 -2.66340 -0.03471 0.22
C 0.09651 -3.94566 -0.03059 -0.45
C 3.16383 1.56393 0.04871 -0.65
S -4.17249 0.06094 0.04960 0.42
S 2.26874 -1.07130 0.06029 0.37
H -1.47309 2.42843 -0.07445 0.21
H 0.41400 1.99405 -0.09465 0.23
H -4.04644 2.53139 0.01419 0.22
H 0.06250 -4.53210 -0.93439 0.24
H 0.00094 -4.48915 0.89698 0.24
H 3.99454 1.16786 -0.53142 0.23
H 2.87905 2.54291 -0.32784 0.23
H 3.50349 1.68087 1.07694 0.24